{"formula": "C29H41N7O3PPbS3Te", "method": "ωB97M-V/def2-TZVPD", "elements": ["Pb", "Te", "S", "S", "S", "P", "O", "O", "O", "N", "N", "N", "N", "N", "N", "N", "C", "C", "C", "C", "C", "C", "C", "C", "C", "C", "C", "C", "C", "C", "C", "C", "C", "C", "C", "C", "C", "C", "C", "C", "C", "C", "C", "C", "C", "H", "H", "H", "H", "H", "H", "H", "H", "H", "H", "H", "H", "H", "H", "H", "H", "H", "H", "H", "H", "H", "H", "H", "H", "H", "H", "H", "H", "H", "H", "H", "H", "H", "H", "H", "H", "H", "H", "H", "H", "H"], "coordinates": [[-0.092051, -0.151161, 0.364376], [-2.590241, 3.054057, 3.608943], [1.890539, -4.513956, 0.993651], [2.293966, -1.234355, -1.883103], [-0.575834, -3.054495, 0.009109], [-2.965369, 2.140844, 1.499894], [-2.225668, 0.930818, 1.016772], [-2.786252, 3.229983, 0.281129], [-4.588523, 1.827260, 1.257393], [3.902538, -0.504809, -3.805448], [1.590346, -1.933962, 0.968833], [2.063280, -1.765240, -4.451804], [-0.711219, 1.796702, -1.364080], [0.299917, 0.307137, 2.706102], [-1.708972, -0.531415, -2.972643], [1.685193, 1.411902, 0.546078], [-3.138912, 4.569508, 0.473955], [-0.484897, -1.742101, 3.736764], [4.568660, -0.655921, -5.076577], [-5.076398, 0.836008, 2.118391], [3.781987, -1.174716, 1.756242], [-1.655487, -3.749812, 3.124858], [0.950494, -3.029399, 0.669028], [2.912028, 2.777591, 1.876026], [-4.447472, 4.904906, -0.223879], [1.920502, 1.785757, 1.841621], [-0.418502, -0.242554, 3.822015], [-5.212992, -0.516427, 1.435976], [5.041318, -1.560328, 2.168168], [2.611454, -2.018510, -5.764397], [2.508496, 2.132986, -0.213453], [2.781477, -1.183570, -3.462968], [3.507683, -0.847068, -6.153405], [-1.601518, -2.369346, 3.203298], [-1.059903, 1.887424, -2.769014], [0.526160, -3.894452, 4.099560], [4.470809, -3.892968, 1.952051], [0.582821, -2.515108, 4.175096], [-2.131635, 0.845358, -3.127068], [5.385528, -2.903594, 2.274292], [2.847980, -2.150726, 1.424480], [3.282746, 3.001112, 0.557301], [3.215062, -3.511851, 1.520709], [1.219893, 1.181135, 2.902593], [-0.598377, -4.516234, 3.582876], [-1.434643, 0.170348, 3.793544], [4.024959, 3.693196, 0.196579], [5.157710, 0.243707, -5.270240], [-2.524908, -4.228189, 2.697897], [0.051405, 0.052565, 4.772086], [3.504515, -0.138730, 1.666010], [-0.643225, -5.595646, 3.528491], [-6.052518, 1.171154, 2.499126], [4.427214, -0.162695, -3.015314], [-4.361055, 4.714930, -1.292323], [-4.395707, 0.753884, 2.980187], [-3.218750, 4.761250, 1.559223], [-2.319679, 5.186471, 0.077598], [-5.940573, -0.462043, 0.629612], [-1.432039, 2.889789, -3.047354], [3.971040, -1.022189, -7.123259], [3.190648, -2.952819, -5.776483], [1.287118, -2.326692, -4.132940], [-1.650824, -0.766769, -1.986057], [3.285111, 3.265439, 2.759227], [5.776565, -0.803167, 2.408348], [-1.512550, 2.038315, -0.787710], [-2.429570, 0.985059, -4.175399], [6.376955, -3.181014, 2.609191], [1.491562, 1.481171, 3.919057], [1.463802, -2.027667, 4.570221], [-4.257212, -0.816340, 1.012476], [-3.010307, 1.007474, -2.497521], [1.786415, -2.125286, -6.472371], [0.041073, 2.434377, -1.134616], [-5.237690, 4.271967, 0.172101], [-2.427025, -1.775743, 2.836248], [-4.706228, 5.949754, -0.064305], [2.899921, 0.055070, -6.204562], [5.256084, -1.513318, -5.062492], [2.529996, 1.998407, -1.280476], [4.733733, -4.938318, 2.029626], [-0.156539, 1.688036, -3.357461], [-5.539260, -1.251308, 2.169619], [-0.774077, -0.650073, -3.350749], [1.363145, -4.486441, 4.441534]], "forces_ev_per_a": [[-0.19, -0.30, -0.52], [0.14, 0.05, 0.38], [0.06, 0.52, -0.14], [-0.12, -0.04, 0.30], [-0.97, -1.14, -0.54], [-1.19, 0.00, -1.64], [-0.21, 0.21, 0.56], [0.09, -1.12, 0.68], [1.36, 0.86, -0.16], [0.11, -0.07, -0.08], [0.01, 0.31, 0.06], [0.03, -0.08, -0.09], [-0.01, 0.36, -0.31], [0.64, 0.54, 0.12], [-0.02, -0.28, 0.17], [0.10, 0.03, 0.48], [-0.22, 1.22, 0.29], [-0.15, 0.01, 0.03], [0.02, 0.01, -0.33], [-0.48, -0.72, 0.79], [-0.14, 0.00, -0.05], [-0.08, -0.23, 0.11], [0.08, -0.54, 0.01], [-0.30, -0.30, 0.43], [0.22, -0.26, 0.06], [0.68, 0.70, -0.58], [-0.33, -0.08, 0.25], [0.09, 0.36, -0.01], [0.14, 0.08, 0.08], [0.13, 0.08, -0.32], [0.16, 0.22, -0.28], [-0.16, 0.22, 0.29], [0.05, -0.18, 0.15], [0.10, 0.08, 0.14], [-0.33, 0.00, -0.24], [0.13, 0.05, 0.15], [0.09, 0.03, 0.06], [0.00, -0.08, 0.02], [0.33, 0.30, -0.21], [0.18, -0.12, 0.08], [0.86, -0.61, 0.32], [0.19, 0.08, -0.26], [-0.20, -0.02, -0.05], [-0.59, -0.41, 0.61], [-0.17, -0.05, 0.00], [0.12, -0.03, 0.12], [0.05, 0.05, -0.05], [-0.02, -0.07, 0.00], [-0.04, -0.03, -0.06], [-0.09, 0.07, -0.09], [0.02, 0.24, -0.03], [0.01, -0.04, -0.05], [0.21, -0.04, -0.02], [-0.11, -0.06, 0.01], [-0.04, 0.03, -0.11], [-0.32, -0.11, 0.02], [0.05, 0.15, -0.44], [-0.14, -0.11, 0.10], [-0.11, -0.05, -0.08], [0.06, -0.12, -0.05], [0.00, -0.01, -0.02], [-0.04, 0.05, -0.04], [0.12, 0.07, 0.11], [0.07, -0.14, -0.15], [0.07, 0.06, 0.13], [0.01, 0.04, 0.03], [0.12, 0.15, -0.11], [-0.05, 0.17, 0.17], [0.03, 0.00, 0.00], [-0.08, 0.01, 0.03], [0.11, 0.05, 0.04], [0.09, -0.08, 0.02], [-0.04, 0.04, -0.07], [0.07, 0.00, 0.04], [0.00, 0.07, 0.08], [-0.12, -0.01, 0.03], [-0.08, 0.12, -0.04], [-0.02, 0.10, 0.01], [-0.04, 0.09, -0.10], [-0.02, 0.05, -0.05], [0.00, -0.06, -0.23], [0.04, -0.08, 0.00], [-0.06, 0.02, -0.05], [-0.04, -0.15, 0.00], [0.02, -0.05, 0.12], [0.09, -0.05, 0.01]], "mulliken_charge": [1.305, -0.387, -0.349, -0.216, -0.452, -0.320, 0.176, -0.236, -0.488, -0.089, 0.545, -0.100, 0.147, 0.648, -0.527, 1.066, -0.248, 0.415, -0.614, -0.335, -0.243, -0.507, 0.460, -1.122, -1.127, -0.063, -1.154, -0.941, -0.800, -0.657, -0.942, -0.467, -0.585, -0.311, -0.646, -0.592, -0.564, -0.244, -0.651, -0.435, -1.252, -0.949, 0.942, -0.188, -0.465, -0.041, 0.455, 0.365, 0.361, 0.468, 0.150, 0.376, 0.371, 0.261, 0.274, 0.256, 0.156, 0.289, 0.345, 0.338, 0.347, 0.298, 0.285, 0.105, 0.510, 0.429, 0.074, 0.335, 0.371, 0.288, 0.330, 0.020, 0.326, 0.374, 0.143, 0.217, 0.451, 0.389, 0.277, 0.297, 0.521, 0.406, 0.295, 0.367, 0.286, 0.394], "charge": -1, "spin_multiplicity": 1, "e_tot_ev": -101654.2351, "fmax_ev_per_a": 2.02, "homo_lumo_gap_ev": 6.31}